# 1
142
Properties=species:S:1:pos:R:3:forces:R:3 method="wB97M-V/def2-TZVPD" charge=-1 orbital_gap_ha=0.206 e_tot_ev=-96073.54717 lumo_energy_ev=1.549
C 1.7803 2.5757 -1.5671 -0.8 -0.1 0.2
C 0.2423 2.2954 -1.4916 1.0 -0.1 -0.4
C -0.0559 0.8246 -1.1820 -0.1 0.6 0.8
C 0.2743 0.4831 0.2980 0.1 -1.6 -0.5
O -0.8589 0.4945 1.1204 0.7 1.2 -0.4
C -0.9850 1.6678 1.9309 -1.1 -0.1 1.1
C -2.1732 2.5339 1.4112 1.2 -0.1 0.6
C -3.1234 3.0008 2.5182 -1.0 0.5 -1.4
C -4.2326 3.9177 1.8858 0.6 -0.8 0.9
C -5.4238 3.0537 1.5044 0.2 0.8 -0.1
O -5.1067 2.2025 0.3782 -0.3 -0.7 0.5
C -5.4876 0.8954 0.5128 -0.8 -0.6 -0.9
C -4.9180 0.0302 1.6252 -0.6 0.2 -0.2
O -6.2555 0.4279 -0.3142 1.0 0.4 0.7
C -1.2896 1.1898 3.3969 0.3 -0.6 0.6
O -0.8621 1.8832 4.3567 0.1 0.4 -0.8
O -1.9339 0.1277 3.4802 -0.4 0.0 -0.2
C 0.8670 -0.9774 0.3459 -0.1 2.2 -0.8
N 2.2167 -0.9426 -0.1942 -0.2 -0.6 0.6
O 0.7984 -1.3706 1.6839 0.2 -0.7 -0.6
C 1.0396 -2.7415 1.9330 0.3 -0.8 0.5
C 2.5378 -3.1098 1.8945 0.4 0.8 0.5
C 3.3720 -2.0282 2.6347 -0.5 -0.5 -0.2
C 2.7677 -1.5876 3.9694 0.4 0.3 0.5
C 2.8692 -2.6821 5.0592 0.3 1.5 -0.3
S 2.2865 -2.0176 6.6273 -1.1 -0.7 0.6
O 2.7261 -2.8373 7.7070 1.1 -0.1 0.1
O 0.8813 -1.8166 6.5594 -0.5 0.3 -0.7
O 2.9570 -0.5759 6.8234 0.4 -0.4 -0.4
C 0.1158 -3.7206 1.1597 0.5 0.1 0.3
C 0.7712 -4.5767 0.0748 -0.7 0.1 -0.2
C -0.2629 -5.6042 -0.4247 0.3 0.1 0.3
O 1.2887 -3.6776 -0.9223 -0.3 -0.7 0.0
C 1.0542 -3.9966 -2.2680 -0.1 1.0 -0.8
C 1.8045 -2.9356 -3.0654 -0.3 -1.8 1.0
C 1.1519 -1.9779 -3.7807 -0.6 0.4 -0.3
C 1.8922 -1.0209 -4.4406 -0.6 0.8 -0.5
C 3.2522 -1.0376 -4.3579 1.0 0.5 -0.4
C 3.9011 -2.0213 -3.6435 0.9 -0.2 0.3
C 3.1827 -2.9821 -2.9826 0.1 -0.3 0.1
H 2.1338 3.0206 -0.6339 0.1 -0.1 -0.1
H 1.9616 3.2799 -2.3836 0.3 -0.1 0.1
H 2.3134 1.6362 -1.7233 0.2 0.2 -0.1
H -0.1599 2.5663 -2.4740 -0.3 0.0 0.2
H -0.1581 2.9615 -0.7235 -0.4 -0.2 -0.2
H -1.1235 0.6254 -1.3246 0.1 -0.1 0.0
H 0.5308 0.1688 -1.8339 -0.1 0.2 -0.1
H 1.0908 1.1365 0.6392 -0.3 0.1 0.3
H -0.0642 2.2588 1.9988 0.0 -0.2 -0.4
H -1.7427 3.4108 0.9047 -0.3 0.0 0.0
H -2.6765 1.9347 0.6523 -0.2 0.1 0.1
H -2.6071 3.5051 3.3327 0.1 -0.1 -0.1
H -3.6672 2.1362 2.9009 0.5 0.0 0.4
H -3.8056 4.4384 1.0228 -0.3 0.1 0.0
H -4.5464 4.6349 2.6525 -0.1 -0.1 -0.5
H -6.2842 3.6647 1.2009 0.1 -0.1 0.0
H -5.7236 2.4556 2.3688 0.0 0.0 -0.1
H -4.9384 0.5347 2.5890 0.4 -0.1 -0.1
H -5.5528 -0.8542 1.6949 0.0 0.1 -0.1
H -3.9108 -0.3125 1.3732 0.1 0.4 0.2
H 0.2501 -1.5484 -0.3586 0.1 -0.5 0.5
H 2.2508 -1.0614 -1.1945 0.1 0.1 0.0
H 2.7554 -0.1476 0.1234 -0.2 0.0 -0.3
H 0.7744 -2.8864 2.9870 -0.3 0.4 -0.1
H 2.9314 -3.1548 0.8787 -0.1 -0.3 0.1
H 2.6933 -4.0469 2.4469 -0.2 -0.2 -0.4
H 3.4904 -1.1860 1.9534 -0.1 0.1 0.2
H 4.3794 -2.4260 2.8185 -0.1 0.0 0.0
H 1.7362 -1.2291 3.9143 0.1 -0.1 -0.3
H 3.3594 -0.7333 4.3248 0.0 -0.1 -0.1
H 2.2271 -3.5259 4.8092 0.1 -0.1 0.4
H 3.9236 -2.9365 5.1846 -0.2 -0.4 0.1
H 2.5039 0.0508 6.2344 -0.1 0.0 0.1
H -0.7195 -3.1419 0.7518 0.1 -0.2 -0.1
H -0.3174 -4.4174 1.8858 0.0 0.1 0.0
H 1.6239 -5.1587 0.4484 -0.1 0.2 0.2
H -0.6702 -6.0989 0.4616 0.1 -0.1 -0.1
H 0.2237 -6.3683 -1.0345 -0.3 0.1 -0.2
H -1.1153 -5.1479 -0.9318 0.2 0.0 -0.1
H -0.0007 -3.8882 -2.5631 0.0 -0.3 0.3
H 1.4045 -4.9951 -2.5617 0.0 0.0 0.2
H 0.0687 -1.9432 -3.8206 0.0 -0.1 0.1
H 1.4165 -0.2271 -5.0058 -0.1 -0.1 0.1
H 3.8506 -0.2730 -4.8446 -0.2 0.0 -0.1
H 4.9835 -2.0273 -3.5593 0.0 0.1 -0.1
H 3.6479 -3.7701 -2.3911 -0.1 0.5 -0.1
O -5.7521 6.0116 3.6622 -0.1 0.2 0.2
C -5.5654 7.1893 3.7855 -0.2 0.0 0.2
O -4.3093 7.6341 3.9770 0.3 -0.2 -0.1
C -3.9507 9.0153 3.9868 -0.1 0.2 0.2
C -4.2040 9.6488 5.3401 -0.1 0.0 0.1
C -6.7153 8.1693 3.8047 0.0 0.3 -0.4
H -4.4481 9.5498 3.1751 -0.1 0.0 0.0
H -2.8840 9.0406 3.7698 0.0 -0.2 0.0
H -5.2605 9.6205 5.6084 0.0 0.1 -0.1
H -3.8760 10.6893 5.3429 0.0 0.0 0.0
H -3.6626 9.1072 6.1159 0.1 0.0 -0.1
H -7.1704 8.1572 4.7942 0.0 0.0 0.0
H -7.4495 7.8475 3.0694 0.0 -0.2 0.1
H -6.4381 9.1896 3.5489 0.0 0.0 0.2
O 5.1330 -4.9936 -1.6588 0.2 -0.3 0.0
C 5.5424 -5.5505 -2.6407 0.3 0.1 0.2
O 5.2169 -6.8424 -2.8383 -0.3 -0.2 0.1
C 5.5184 -7.5595 -4.0371 0.2 -0.1 -0.1
C 6.9381 -8.0895 -4.0295 0.1 0.1 0.1
C 6.4692 -4.8635 -3.6130 -0.2 0.0 -0.4
H 5.3043 -6.9492 -4.9161 0.1 0.0 0.0
H 4.8206 -8.3951 -4.0599 -0.1 0.1 0.1
H 7.6703 -7.2832 -3.9808 0.0 0.0 -0.1
H 7.1319 -8.6763 -4.9283 0.0 0.0 0.0
H 7.0997 -8.7210 -3.1555 -0.1 0.0 0.0
H 7.4800 -4.8820 -3.2066 0.0 0.0 0.0
H 6.1462 -3.8332 -3.7218 0.0 0.1 0.2
H 6.4740 -5.2984 -4.6097 0.1 -0.1 0.1
O -9.7411 0.7304 -6.3959 0.0 0.1 0.0
C -9.6180 0.8274 -5.2032 0.1 -0.2 0.1
O -9.0170 1.9110 -4.6916 -0.1 0.3 -0.2
C -8.9578 2.1933 -3.2836 0.2 -0.2 0.3
C -7.8298 1.4500 -2.6001 -0.2 0.0 -0.3
C -10.0615 -0.2822 -4.2791 -0.4 0.2 0.2
H -9.9261 2.0036 -2.8156 0.0 -0.1 -0.1
H -8.7810 3.2656 -3.2113 0.0 0.0 -0.2
H -7.9544 0.3698 -2.6706 0.0 0.0 0.1
H -7.7738 1.7168 -1.5489 0.1 0.0 0.0
H -6.8772 1.6913 -3.0712 0.0 0.1 0.1
H -9.3005 -1.0610 -4.2752 0.0 0.0 0.0
H -10.9932 -0.6937 -4.6625 0.1 -0.1 -0.2
H -10.2527 0.0368 -3.2578 0.2 0.0 0.0
O 4.5328 0.7027 -0.5882 0.2 0.1 0.1
C 5.6309 0.7215 -1.0644 -0.1 0.2 -0.2
O 6.7027 0.6461 -0.2485 0.0 -0.2 0.3
C 8.0427 0.5097 -0.7184 0.1 0.2 -0.1
C 8.6381 1.8483 -1.1070 -0.1 0.1 -0.1
C 5.8330 0.9041 -2.5490 0.2 -0.4 -0.2
H 8.0963 -0.2220 -1.5269 0.0 0.0 0.0
H 8.6036 0.0934 0.1172 -0.1 0.0 0.1
H 8.0880 2.3125 -1.9259 0.0 -0.1 0.0
H 9.6782 1.7300 -1.4145 0.0 0.0 0.0
H 8.5970 2.5376 -0.2633 0.0 -0.1 0.0
H 5.7279 1.9614 -2.7902 0.0 0.0 0.0
H 5.0601 0.3399 -3.0676 -0.1 0.2 0.2
H 6.7911 0.5437 -2.9185 0.1 0.2 0.0

=====

# 2
124
Properties=species:S:1:pos:R:3:forces:R:3 method="wB97M-V/def2-TZVPD" charge=0 orbital_gap_ha=0.340 e_tot_ev=-73440.75369 smiles="CC[C@@H](F)OC(N)=O.CN(C)C=O.CN(C)C=O.CN(C)C=O.CN(C)C=O.CN(C)C=O.CN(C)C=O.CN(C)C=O.CN(C)C=O.CN(C)C=O" lumo_energy_ev=0.313
C -2.9549 2.0414 -0.9371 0.1 0.0 0.1
C -3.1820 1.0738 -2.0857 -0.2 -0.2 0.0
C -3.5040 1.7816 -3.3809 0.3 0.1 -0.2
F -4.7782 2.2956 -3.3543 0.1 -0.1 0.0
O -2.6961 2.9411 -3.5709 -0.2 -0.1 -0.1
C -1.3544 2.8154 -3.3760 0.0 0.4 -0.1
N -0.8121 4.0264 -2.9890 -0.3 0.1 0.0
O -0.7481 1.7943 -3.5509 0.1 -0.3 0.1
H -2.5835 1.5174 -0.0570 -0.1 -0.1 0.0
H -2.1912 2.7624 -1.2057 0.0 0.1 0.2
H -3.8518 2.5959 -0.6619 -0.1 -0.1 -0.1
H -2.2934 0.4670 -2.2518 0.0 0.0 0.0
H -4.0047 0.3832 -1.8886 0.0 0.0 0.0
H -3.4277 1.1250 -4.2493 0.0 0.0 0.0
H -0.3071 3.9473 -2.1040 0.3 -0.1 -0.3
H -1.5438 4.7137 -2.8557 0.0 0.0 0.0
C 1.5531 2.1141 2.2813 0.0 0.0 -0.1
N 1.2177 2.7580 1.0241 -0.1 0.1 0.0
C 2.2162 2.8274 -0.0303 0.0 0.0 -0.1
C 0.0107 3.2819 0.7967 0.2 -0.1 0.1
O -0.3215 3.8302 -0.2478 0.1 0.1 0.1
H 2.3840 2.6299 2.7669 0.0 0.0 0.0
H 1.8382 1.0750 2.1236 0.0 0.0 0.0
H 0.6933 2.1252 2.9461 0.0 0.0 0.0
H 2.4314 3.8631 -0.2928 0.0 0.0 0.0
H 1.8621 2.3162 -0.9272 0.0 0.0 0.0
H 3.1322 2.3575 0.3159 0.0 0.0 0.0
H -0.6839 3.1722 1.6440 0.0 0.0 0.0
C -1.2298 -2.7373 4.8840 0.1 0.1 -0.1
N -0.8205 -1.3574 4.6827 0.0 0.1 0.1
C -1.8372 -0.3345 4.5171 -0.1 0.1 0.0
C 0.4653 -0.9889 4.6274 0.0 0.0 -0.1
O 0.8528 0.1557 4.4355 0.0 0.0 0.1
H -1.8138 -3.0881 4.0340 0.0 -0.1 0.1
H -1.8192 -2.8350 5.7974 0.0 0.0 0.0
H -0.3386 -3.3567 4.9767 0.0 0.0 0.0
H -1.7420 0.1522 3.5450 0.0 0.0 0.0
H -1.7504 0.4309 5.2869 0.0 0.0 0.0
H -2.8202 -0.7921 4.5925 0.0 0.0 0.0
H 1.1660 -1.8296 4.7585 0.0 0.0 0.0
C 5.8031 5.9307 3.4833 0.0 0.0 0.0
N 5.3841 5.5136 2.1635 0.0 0.0 0.0
C 4.7048 6.4604 1.2952 0.0 0.0 0.0
C 5.5992 4.2670 1.7023 0.0 0.0 0.0
O 5.2616 3.8815 0.5973 0.0 0.0 0.1
H 4.9490 6.2459 4.0861 0.0 0.0 0.0
H 6.5112 6.7599 3.4281 0.0 0.0 0.0
H 6.2893 5.0955 3.9849 0.0 0.0 0.0
H 3.7113 6.0983 1.0289 0.0 0.0 0.0
H 5.2641 6.6091 0.3715 0.0 0.0 0.0
H 4.6129 7.4098 1.8180 0.0 0.0 0.0
H 6.1125 3.6144 2.4272 0.0 0.0 0.0
C 5.3086 2.0442 -4.1664 0.0 0.0 0.0
N 5.4329 1.3113 -2.9278 0.0 0.0 0.0
C 6.1037 1.9331 -1.7954 -0.1 -0.1 0.0
C 4.9374 0.0670 -2.7810 0.0 0.0 0.0
O 5.0136 -0.5906 -1.7605 0.0 0.0 0.0
H 6.2891 2.2977 -4.5760 0.0 0.0 0.0
H 4.7479 2.9703 -4.0213 0.0 0.0 0.0
H 4.7786 1.4325 -4.8951 0.0 0.0 0.0
H 6.9703 1.3436 -1.4934 0.0 0.0 0.0
H 5.4348 2.0143 -0.9422 0.0 0.0 0.0
H 6.4235 2.9324 -2.0808 0.0 0.0 0.0
H 4.4436 -0.3098 -3.6936 0.0 0.0 0.0
C -1.2865 -5.7654 -0.5949 0.0 0.0 0.1
N -2.0385 -5.6259 0.6365 0.0 0.0 0.0
C -2.8420 -6.7485 1.1005 0.0 0.1 0.0
C -2.0146 -4.4976 1.3598 0.0 0.0 0.0
O -2.6230 -4.3223 2.4035 0.0 0.0 -0.1
H -1.9509 -5.9644 -1.4382 0.0 0.0 0.0
H -0.5761 -6.5893 -0.5351 0.0 0.0 0.0
H -0.7479 -4.8371 -0.7848 0.0 0.0 0.0
H -3.8913 -6.4706 1.1827 0.0 0.0 0.0
H -2.5129 -7.0796 2.0853 0.0 0.0 0.0
H -2.7355 -7.5660 0.3916 0.0 0.0 0.0
H -1.3757 -3.7145 0.9156 0.0 0.0 0.0
C 0.3272 3.2520 8.0241 0.0 0.0 0.0
N -0.9954 2.6968 8.2000 0.0 0.0 0.0
C -1.4569 2.3446 9.5308 0.0 0.0 0.0
C -1.8265 2.4831 7.1596 0.0 0.0 0.0
O -2.9399 2.0049 7.2578 0.0 0.0 0.0
H 1.0956 2.5585 8.3721 0.0 0.0 0.0
H 0.4369 4.1925 8.5688 0.0 0.0 0.0
H 0.4955 3.4421 6.9652 0.0 0.0 0.0
H -1.6973 1.2827 9.5891 0.0 0.0 0.0
H -2.3570 2.9027 9.7897 0.0 0.0 0.0
H -0.6704 2.5760 10.2459 0.0 0.0 0.0
H -1.3890 2.7806 6.1911 0.0 0.0 0.0
C 2.5267 -7.9754 -4.5626 0.0 0.0 0.0
N 1.4127 -7.6169 -3.7122 0.0 0.0 0.0
C 0.9584 -6.2378 -3.6758 0.0 0.0 0.0
C 0.7751 -8.5218 -2.9444 0.0 0.0 0.0
O -0.1658 -8.2604 -2.2180 0.0 0.0 0.0
H 3.4283 -7.4275 -4.2819 0.0 0.0 0.0
H 2.3056 -7.7633 -5.6106 0.0 0.0 0.0
H 2.7255 -9.0410 -4.4613 0.0 0.0 0.0
H 1.0407 -5.8293 -2.6679 0.0 0.0 0.0
H -0.0848 -6.1650 -3.9845 0.0 0.0 0.0
H 1.5751 -5.6479 -4.3499 0.0 0.0 0.0
H 1.1906 -9.5390 -3.0345 0.0 0.0 0.0
C 0.8516 5.7598 -5.6506 0.0 0.0 -0.1
N 0.8299 7.0424 -6.3225 0.0 0.0 0.0
C -0.4196 7.5388 -6.8692 0.0 0.0 0.0
C 1.9333 7.8036 -6.4616 0.0 0.0 0.0
O 1.9570 8.8858 -7.0159 0.0 0.0 0.0
H 0.5466 4.9597 -6.3289 0.0 0.0 0.0
H 0.1840 5.7454 -4.7897 0.0 0.0 0.0
H 1.8628 5.5513 -5.3049 0.0 0.0 0.0
H -0.3374 7.6975 -7.9449 0.0 0.0 0.0
H -0.6912 8.4920 -6.4145 0.0 0.0 0.0
H -1.2012 6.8085 -6.6708 0.0 0.0 0.0
H 2.8321 7.3439 -6.0156 0.0 0.0 0.0
C -8.3108 -8.0389 -1.1793 0.0 0.0 0.0
N -7.0923 -7.9128 -0.4140 0.0 0.0 0.0
C -5.9166 -7.3096 -1.0162 0.0 0.0 0.0
C -6.9897 -8.3380 0.8630 0.0 0.0 0.0
O -5.9772 -8.2459 1.5292 0.0 0.0 0.0
H -8.1578 -8.6546 -2.0684 0.0 0.0 0.0
H -8.6822 -7.0620 -1.4963 0.0 0.0 0.0
H -9.0727 -8.5116 -0.5612 0.0 0.0 0.0
H -5.0848 -8.0148 -1.0130 0.0 0.0 0.0
H -5.6114 -6.4288 -0.4506 0.0 0.0 0.0
H -6.1471 -7.0223 -2.0397 0.0 0.0 0.0
H -7.9215 -8.7830 1.2503 0.0 0.0 0.0

=====

# 3
8
Properties=species:S:1:pos:R:3:forces:R:3 method="wB97M-V/def2-TZVPD" charge=0 orbital_gap_ha="0.304 / 0.304" e_above_lowest_kcal_mol=70.47 e_tot_ev=-32926.87685 lumo_energy_ev="-2.656 / -2.655"
C 1.1790 0.7996 0.1278 2.0 1.1 -0.5
C 0.0357 -0.1288 0.3629 -1.8 -2.7 -1.3
O 2.0910 0.0274 0.7100 1.5 -1.3 0.0
F 1.5181 1.0421 -1.2440 -1.3 -0.3 2.1
F -0.3188 -2.5279 1.5476 0.6 1.4 -0.9
S 0.9211 -1.3641 1.0244 -0.8 0.9 0.2
Cl 1.3103 2.3405 1.0576 -1.0 0.0 -0.8
H -0.9075 -0.3730 -0.2096 0.8 0.9 1.1